53
Properties=species:S:1:pos:R:3 method="wB97M-V/def2-TZVPD" relative_energy_kj_mol=0.00 homo_energy_ev=-3.834 energy_ev=-58832.4594 charge=-1 gap_ev=6.768
Pd -1.28468 -0.61336 -1.23637
N 4.01393 -0.34014 3.43074
C 2.62074 -0.31034 3.23352
C 1.84883 0.70164 3.79685
C 0.48475 0.76675 3.54862
C -0.11303 -0.18581 2.74198
C 0.64930 -1.20054 2.17424
C 2.00920 -1.26189 2.41866
S -1.83607 -0.10866 2.32567
O -2.48718 0.71297 3.32028
O -2.27476 -1.48177 2.21490
N -1.87793 0.49868 0.85663
C -1.54674 1.77328 0.58403
N -1.62527 2.08433 -0.74369
C -1.23469 3.29108 -1.09778
C -0.76057 4.23722 -0.19442
C -0.73663 3.83373 1.12684
N -1.12197 2.63511 1.53429
H 4.30995 0.08714 4.29472
H 4.41363 -1.25996 3.32654
H 2.32199 1.44862 4.42555
H -0.12524 1.55317 3.97026
H 0.17972 -1.93035 1.52813
H 2.60248 -2.04240 1.95536
H -1.29617 3.51753 -2.15990
H -0.43862 5.22104 -0.50448
H -0.38455 4.50848 1.90390
C 3.01810 -2.34878 -1.12289
O 1.64944 -2.09015 -0.84276
P 0.85123 -0.88399 -1.60288
O 1.93477 0.35935 -1.45802
C 1.86469 1.16265 -0.28613
O 1.33784 -1.27958 -3.12476
C 0.76031 -0.51108 -4.16677
H 3.35018 -3.10447 -0.41114
H 3.61799 -1.44406 -1.00539
H 3.14443 -2.72706 -2.13811
H 2.69342 0.92170 0.38433
H 0.93076 0.99580 0.25626
H 1.92444 2.21163 -0.57919
H 0.99205 -1.01330 -5.10570
H 1.17700 0.49984 -4.17988
H -0.32564 -0.45164 -4.03770
C -3.28946 -3.03723 -0.78823
O -3.82740 -2.11760 -1.75591
C -3.05860 -1.09097 -2.04677
C -3.77600 -0.25486 -3.07052
H -3.14507 -2.53319 0.16511
H -2.33367 -3.41764 -1.14678
H -4.01860 -3.84113 -0.69529
H -4.85450 -0.44330 -3.08084
H -3.36386 -0.49364 -4.05484
H -3.56421 0.79718 -2.88027